[1]
This record from the Open Molecules 2025 dataset describes a molecular structure, C6H10O. The level of theory is the ωB97M-V functional and the def2-TZVPD basis.

Positions of all 17 atoms, in Å:
1 C 1.857 -0.663 -0.005
2 C 0.770 0.337 0.360
3 C 0.055 1.157 -0.734
4 C -1.485 0.786 0.398
5 O -2.424 -0.092 -0.107
6 C -1.300 -0.956 -0.356
7 C -0.525 -0.302 0.824
8 H 2.181 -1.206 0.893
9 H 2.735 -0.178 -0.440
10 H 1.489 -1.411 -0.720
11 H 1.143 1.039 1.112
12 H 0.116 2.233 -0.697
13 H 0.455 0.890 -1.749
14 H -1.904 1.647 0.940
15 H -0.815 -0.429 -1.216
16 H -1.561 -2.015 -0.423
17 H -0.614 -0.824 1.781

Gap between HOMO and LUMO = 10.1 eV
M = 98.145 g/mol
Net charge = 0
Energy above the lowest of the compared OMol25 structures with the same formula, charge and spin = 84.38 kcal/mol
Total energy = -8427.5812 eV
2S+1 = 1


[2]
This record from the Open Molecules 2025 dataset describes a single C6H10O molecule. The level of theory is the ωB97M-V functional and the def2-TZVPD basis.

Positions of all 17 atoms, in Å:
1 C -0.531 -1.426 0.488
2 C -0.318 -0.689 1.581
3 C -0.425 0.767 1.289
4 O 0.778 1.327 0.784
5 C 1.305 0.637 -0.335
6 C 0.277 0.386 -1.429
7 C -0.872 -0.573 -0.924
8 H -0.389 -2.525 0.619
9 H -0.054 -1.035 2.585
10 H -0.774 1.383 2.111
11 H -1.178 0.771 0.504
12 H 1.701 -0.346 -0.048
13 H 2.135 1.255 -0.685
14 H 0.785 -0.064 -2.291
15 H -0.081 1.368 -1.789
16 H -1.786 0.073 -0.946
17 H -1.094 -1.323 -1.667

Gap between HOMO and LUMO = 10.6 eV
M = 98.145 g/mol
Net charge = 0
Structure (SMILES) = C1=CCOCCC1
Energy above the lowest of the compared OMol25 structures with the same formula, charge and spin = 43.03 kcal/mol
Total energy = -8429.3743 eV
2S+1 = 1


[3]
This record from the Open Molecules 2025 dataset describes a molecular structure, C6H10O. The level of theory is the ωB97M-V functional and the def2-TZVPD basis.

Positions of all 17 atoms, in Å:
1 C -0.953 0.812 1.638
2 C -0.181 0.797 0.333
3 C 1.272 0.275 0.309
4 C 1.083 -0.668 -0.881
5 O 0.915 0.141 -2.090
6 C -0.153 -1.520 -0.596
7 C -0.749 -0.222 -0.629
8 H -0.510 1.518 2.342
9 H -0.946 -0.186 2.095
10 H -2.000 1.094 1.471
11 H -0.197 1.793 -0.130
12 H 1.551 -0.257 1.228
13 H 2.023 1.042 0.112
14 H 0.880 -0.498 -2.797
15 H -0.425 -2.204 -1.395
16 H -0.123 -1.998 0.380
17 H -1.485 0.081 -1.390

Gap between HOMO and LUMO (spin up / spin down) = 7.6 / 8.0 eV
M = 98.145 g/mol
Net charge = 0
Energy above the lowest of the compared OMol25 structures with the same formula, charge and spin = 91.33 kcal/mol
Total energy = -8427.2799 eV
2S+1 = 1


[4]
This record from the Open Molecules 2025 dataset describes a molecular structure, C6H10O2. The level of theory is the ωB97M-V functional and the def2-TZVPD basis.

Positions of all 18 atoms, in Å:
1 C -0.712 0.189 -0.557
2 C -0.888 -0.944 -1.517
3 C 1.549 1.204 0.812
4 C 0.891 -0.126 0.654
5 C -2.038 0.779 0.181
6 C 1.462 -1.320 0.772
7 O -0.723 -0.126 0.905
8 O -2.272 1.968 0.296
9 H -0.230 1.107 -0.874
10 H -2.786 -0.022 0.254
11 H 0.075 -1.401 -1.772
12 H -1.348 -0.579 -2.439
13 H -1.526 -1.724 -1.096
14 H 2.497 1.085 1.342
15 H 1.778 1.647 -0.161
16 H 0.896 1.895 1.346
17 H 2.473 -1.388 1.157
18 H 0.902 -2.242 0.696

Gap between HOMO and LUMO = 8.8 eV
M = 114.144 g/mol
Net charge = 0
Energy above the lowest of the compared OMol25 structures with the same formula, charge and spin = 116.40 kcal/mol
Total energy = -10474.1226 eV
2S+1 = 1


[5]
This record from the Open Molecules 2025 dataset describes a molecular structure, C6H10O2. The level of theory is the ωB97M-V functional and the def2-TZVPD basis.

Positions of all 18 atoms, in Å:
1 C -2.349 -1.082 0.511
2 C -2.089 0.108 -0.293
3 C -0.749 0.862 -0.136
4 C 0.530 -0.240 -0.175
5 C 1.849 0.470 0.297
6 C 2.926 -0.464 0.220
7 H -1.819 -2.092 0.380
8 H -2.168 -0.971 1.495
9 H -3.674 -1.360 0.386
10 H -2.502 0.854 -0.280
11 H -1.992 -0.097 -1.203
12 H 1.578 0.878 1.018
13 H 2.234 1.274 -0.353
14 H 3.119 -0.932 -1.010
15 H 3.730 -0.044 0.182
16 H 2.691 -1.364 0.741
17 O -0.586 1.989 0.054
18 O 0.347 -1.247 -0.542

Gap between HOMO and LUMO = 8.9 eV
M = 114.144 g/mol
Net charge = 0
Energy above the lowest of the compared OMol25 structures with the same formula, charge and spin = 195.71 kcal/mol
Total energy = -10470.6831 eV
2S+1 = 1


[6]
This record from the Open Molecules 2025 dataset describes a single C6H10O2 molecule. The level of theory is the ωB97M-V functional and the def2-TZVPD basis.

Positions of all 18 atoms, in Å:
1 C -0.511 0.200 1.113
2 C -1.921 0.745 0.916
3 C -0.339 -0.657 -1.425
4 C 0.316 0.325 -0.208
5 C 1.460 -0.597 -0.260
6 C 2.590 -1.059 -0.671
7 O 0.199 0.936 2.099
8 O 0.585 1.521 -0.609
9 H 0.439 1.775 1.673
10 H -0.540 -0.835 1.463
11 H -1.877 1.729 0.446
12 H -2.533 0.081 0.302
13 H -2.396 0.845 1.892
14 H -1.235 -0.087 -1.662
15 H -0.629 -1.641 -1.061
16 H 0.249 -0.685 -2.341
17 H 2.798 -1.253 -1.720
18 H 3.347 -1.344 0.054

Gap between HOMO and LUMO (spin up / spin down) = 7.9 / 7.8 eV
M = 114.144 g/mol
Net charge = 0
Energy above the lowest of the compared OMol25 structures with the same formula, charge and spin = 112.30 kcal/mol
Total energy = -10474.3003 eV
2S+1 = 1


[7]
This record from the Open Molecules 2025 dataset describes a single C6H10O2 molecule. The level of theory is the ωB97M-V functional and the def2-TZVPD basis.

Positions of all 18 atoms, in Å:
1 C 0.865 0.698 1.186
2 C 0.587 0.232 -0.279
3 C -0.467 1.051 -0.957
4 O -1.737 0.388 -0.625
5 C -1.771 -0.448 0.503
6 O -0.859 -1.593 0.369
7 C 0.095 -1.154 -0.546
8 C 1.574 -0.865 -0.649
9 H 0.247 1.533 1.461
10 H 0.697 -0.077 1.959
11 H 1.909 1.104 1.340
12 H -0.343 1.072 -2.048
13 H -0.509 2.117 -0.583
14 H -1.468 0.096 1.412
15 H -2.794 -0.867 0.585
16 H -0.330 -1.316 -1.551
17 H 1.972 -0.935 -1.690
18 H 2.331 -1.036 0.114

Gap between HOMO and LUMO = 10.1 eV
M = 114.144 g/mol
Net charge = 0
Structure (SMILES) = C[C@]12COCO[C@@H]1C2
Energy above the lowest of the compared OMol25 structures with the same formula, charge and spin = 81.57 kcal/mol
Total energy = -10475.6326 eV
2S+1 = 1


[8]
This record from the Open Molecules 2025 dataset describes a single C6H10O2 molecule. The level of theory is the ωB97M-V functional and the def2-TZVPD basis.

Positions of all 18 atoms, in Å:
1 C 1.902 -1.232 -0.676
2 C 0.952 -0.460 0.035
3 O 1.445 0.761 0.548
4 C 0.653 1.961 0.022
5 C -0.493 -0.823 0.273
6 C -1.443 -0.608 1.344
7 C -1.186 -0.285 -0.904
8 O -2.026 0.652 -1.131
9 H 3.023 -0.972 -0.756
10 H 1.745 -2.012 -1.293
11 H -0.232 2.076 0.085
12 H 0.821 2.958 0.532
13 H 0.857 2.074 -0.970
14 H -0.430 -1.922 0.087
15 H -1.209 -1.237 2.210
16 H -2.601 -0.649 0.854
17 H -1.323 0.549 1.537
18 H -0.455 -0.830 -1.799

Gap between HOMO and LUMO = 9.6 eV
M = 114.144 g/mol
Net charge = 0
Structure (SMILES) = C=C(OC)[C@@H](C)C=O
Energy above the lowest of the compared OMol25 structures with the same formula, charge and spin = 144.38 kcal/mol
Total energy = -10472.9091 eV
2S+1 = 1


[9]
This record from the Open Molecules 2025 dataset describes a single C6H10O2 molecule. The level of theory is the ωB97M-V functional and the def2-TZVPD basis.

Positions of all 18 atoms, in Å:
1 C -1.390 1.179 -0.108
2 O -2.169 -0.014 -0.046
3 C -1.348 -1.179 0.070
4 C -0.019 -0.662 -0.242
5 C 1.365 -1.166 0.105
6 O 2.217 -0.004 -0.167
7 C 1.409 1.166 0.025
8 C -0.046 0.700 0.343
9 H -1.865 1.961 0.551
10 H -1.490 1.699 -1.044
11 H -1.466 -1.650 1.042
12 H -1.841 -1.808 -0.661
13 H 0.057 -0.613 -1.281
14 H 1.412 -1.575 1.151
15 H 1.653 -1.987 -0.559
16 H 1.561 1.697 -0.960
17 H 1.902 1.747 0.883
18 H -0.131 0.445 1.419

Gap between HOMO and LUMO = 10.7 eV
M = 114.144 g/mol
Net charge = 0
Structure (SMILES) = C1OC[C@H]2COC[C@H]12
Energy above the lowest of the compared OMol25 structures with the same formula, charge and spin = 47.92 kcal/mol
Total energy = -10477.0918 eV
2S+1 = 1


[10]
This record from the Open Molecules 2025 dataset describes a single C6H10O2 molecule. The level of theory is the ωB97M-V functional and the def2-TZVPD basis.

Positions of all 18 atoms, in Å:
1 O -0.939 -1.644 -0.791
2 C -0.220 -0.515 -0.595
3 C -0.431 0.158 0.718
4 O -1.725 0.395 1.042
5 C 0.341 -0.318 1.933
6 C 0.596 1.068 1.347
7 C -0.081 0.349 -1.805
8 C 1.101 -0.414 -1.348
9 H -1.886 -1.509 -0.450
10 H -2.297 -0.076 0.442
11 H -0.155 -0.342 2.871
12 H 1.091 -1.106 1.722
13 H 1.539 1.222 0.812
14 H 0.083 1.990 1.663
15 H -0.427 0.228 -2.850
16 H 0.037 1.425 -1.600
17 H 1.900 0.260 -1.080
18 H 1.475 -1.173 -2.030

Gap between HOMO and LUMO = 9.7 eV
M = 114.144 g/mol
Net charge = 0
Structure (SMILES) = OC1(C2(O)CC2)CC1
Energy above the lowest of the compared OMol25 structures with the same formula, charge and spin = 70.27 kcal/mol
Total energy = -10476.1227 eV
2S+1 = 1


[11]
This record from the Open Molecules 2025 dataset describes 2 unconnected molecules or ions with the total composition C6H10O2. The level of theory is the ωB97M-V functional and the def2-TZVPD basis.

Positions of all 18 atoms, in Å:
1 C 0.030 -0.824 -0.829
2 C 1.548 -0.769 -1.018
3 C -0.162 -0.107 2.145
4 C 0.123 1.494 0.335
5 C -0.557 0.618 -0.575
6 C -1.741 1.004 -1.067
7 O -0.379 -1.721 0.123
8 O 0.908 2.343 0.421
9 H -0.267 -1.263 1.173
10 H -0.445 -1.087 -1.785
11 H 1.898 -1.759 -1.309
12 H 1.835 -0.052 -1.791
13 H 2.053 -0.504 -0.087
14 H -0.055 -0.014 3.226
15 H 0.833 0.080 1.736
16 H -1.153 0.254 1.877
17 H -2.202 1.949 -0.816
18 H -2.267 0.357 -1.757

Gap between HOMO and LUMO (spin up / spin down) = 7.6 / 6.5 eV
M = 114.144 g/mol
Net charge = 0
Energy above the lowest of the compared OMol25 structures with the same formula, charge and spin = 127.71 kcal/mol
Total energy = -10473.6321 eV
2S+1 = 1


[12]
This record from the Open Molecules 2025 dataset describes a single C6H10O2 molecule. The level of theory is the ωB97M-V functional and the def2-TZVPD basis.

Positions of all 18 atoms, in Å:
1 C 1.498 -1.465 0.386
2 C 0.677 -0.890 -0.540
3 C -0.188 0.247 -0.253
4 C 0.445 1.356 0.597
5 C -0.885 0.812 -1.482
6 C -1.373 -0.388 0.796
7 O -2.478 0.066 0.701
8 O -0.913 -1.270 1.615
9 H 2.017 -0.853 1.113
10 H 2.037 -2.367 0.127
11 H 0.380 -1.487 -1.398
12 H -0.295 2.129 0.799
13 H 1.284 1.798 0.056
14 H 0.813 0.992 1.556
15 H -0.173 1.366 -2.096
16 H -1.321 0.018 -2.087
17 H -1.688 1.480 -1.178
18 H 0.161 -1.545 1.287

Gap between HOMO and LUMO = 9.6 eV
M = 114.144 g/mol
Net charge = 0
Structure (SMILES) = C=CC(C)(C)C(=O)O
Energy above the lowest of the compared OMol25 structures with the same formula, charge and spin = 27.90 kcal/mol
Total energy = -10477.9600 eV
2S+1 = 1


[13]
This record from the Open Molecules 2025 dataset describes a single C6H10O2 molecule. The level of theory is the ωB97M-V functional and the def2-TZVPD basis.

Positions of all 18 atoms, in Å:
1 C 1.826 0.881 -0.043
2 C 1.009 -0.357 -0.346
3 C 0.617 -1.406 0.645
4 O -0.436 -0.394 1.409
5 C -1.729 -0.199 0.665
6 C -1.175 1.002 -0.382
7 C -0.243 -0.036 -1.229
8 O 1.059 -0.615 -1.740
9 H 1.607 1.647 0.814
10 H 1.569 1.428 -1.185
11 H 2.942 0.702 -0.098
12 H -0.142 -2.281 0.445
13 H 1.261 -1.647 1.629
14 H -2.430 0.175 1.519
15 H -2.380 -0.986 0.257
16 H -1.949 1.305 -1.094
17 H -0.672 1.831 0.192
18 H -0.735 -1.051 -1.459

Gap between HOMO and LUMO = 9.9 eV
M = 114.144 g/mol
Net charge = 0
Structure (SMILES) = C[C@@]12COCC[C@H]1O2
Energy above the lowest of the compared OMol25 structures with the same formula, charge and spin = 169.38 kcal/mol
Total energy = -10471.8250 eV
2S+1 = 1


[14]
This record from the Open Molecules 2025 dataset describes a single C6H10O2 molecule. The level of theory is the ωB97M-V functional and the def2-TZVPD basis.

Positions of all 18 atoms, in Å:
1 C 1.207 1.215 0.164
2 C -0.369 1.403 -0.311
3 C -1.320 0.429 0.414
4 C -1.696 -0.909 -0.349
5 C -0.075 -1.131 -0.138
6 C 1.493 -1.402 0.150
7 O 1.855 -0.008 -0.123
8 O -0.272 -0.277 1.195
9 H 1.261 1.613 1.192
10 H 1.543 1.846 -0.565
11 H -0.577 1.244 -1.474
12 H -0.630 2.290 0.162
13 H -2.092 0.852 1.071
14 H -2.000 -1.052 -1.419
15 H -2.258 -1.705 0.344
16 H 0.292 -0.569 -1.047
17 H 2.118 -2.229 -0.504
18 H 1.521 -1.611 1.237

Gap between HOMO and LUMO = 10.0 eV
M = 114.144 g/mol
Net charge = 0
Structure (SMILES) = C1C[C@H]2C[C@H](CO1)O2
Energy above the lowest of the compared OMol25 structures with the same formula, charge and spin = 167.60 kcal/mol
Total energy = -10471.9021 eV
2S+1 = 1